DFT (ωB97M-V/def2-TZVPD) results for a single C3H5N3 molecule in a non-equilibrium geometry.

As for the SMILES: Nc1ccn[nH]1. The total energy comes out at -7661.1735 eV. As for the gap between HOMO and LUMO: 0.3676 hartree.

```
11
Properties=species:S:1:pos:R:3:mulliken_charge:R:1
C 0.04 0.82 0.60 -0.49
H 1.41 0.70 -1.63 0.28
N -0.36 -1.24 -0.01 0.25
N 0.52 0.21 -1.78 -0.61
H -0.04 0.80 -2.37 0.26
N -0.45 -1.26 1.33 -0.71
C -0.16 -0.02 1.71 -0.28
H -0.20 1.85 0.41 0.31
H -0.78 -2.00 -0.53 0.27
H 0.02 0.17 2.77 0.42
C -0.01 -0.02 -0.49 0.29
```



DFT (ωB97M-V/def2-TZVPD) results for a single C3H5N3 molecule.

As for the SMILES: [H]/N=C1\CN=CN1. The total energy comes out at -7662.1044 eV. As for the gap between HOMO and LUMO: 0.3673 hartree.

```
11
Properties=species:S:1:pos:R:3:mulliken_charge:R:1
H 2.53 -0.70 -0.28 0.36
H -1.36 -1.10 -0.84 0.28
H 1.46 1.58 0.00 0.20
C -0.43 0.64 0.10 0.47
H -1.17 -1.24 0.91 0.27
N 0.95 0.71 0.01 -0.14
H -2.16 1.38 0.26 0.23
C -0.70 -0.86 0.00 -0.31
N 0.61 -1.51 -0.19 -0.53
C 1.46 -0.56 -0.17 -0.09
N -1.18 1.66 0.22 -0.74
```



DFT (ωB97M-V/def2-TZVPD) results for a single C3H5N3 molecule in a non-equilibrium geometry.

The total energy comes out at -7654.8395 eV. As for the gap between HOMO and LUMO (spin up / spin down): 0.2549 / 0.2537 hartree.

```
11
Properties=species:S:1:pos:R:3:mulliken_charge:R:1
H 2.13 -0.92 -0.48 0.32
H -1.10 1.19 -1.69 0.32
N -0.02 0.49 -0.54 -0.82
H 2.49 0.22 0.83 0.22
H -3.34 1.02 -0.40 0.22
H 1.92 -1.53 1.01 0.42
N -0.54 -0.81 1.34 -0.48
C -2.37 0.56 -0.25 -0.22
N -1.24 0.85 -0.74 0.29
C 1.82 -0.70 0.46 -0.99
C 0.24 -0.36 0.46 0.73
```



DFT (ωB97M-V/def2-TZVPD) results for a single C3H5N3 molecule.

As for the SMILES: [H]/N=C/C(N)=C=N. The total energy comes out at -7660.4386 eV. As for the gap between HOMO and LUMO: 0.3519 hartree.

```
11
Properties=species:S:1:pos:R:3:mulliken_charge:R:1
C 0.22 0.22 0.16 -0.33
H -0.78 1.77 -0.96 0.40
C 0.19 -1.06 0.49 0.58
N 1.19 1.14 0.70 -0.56
H 2.14 0.88 0.46 0.26
H 1.13 1.21 1.71 0.25
C -0.82 0.69 -0.76 0.00
H 0.67 -2.89 0.38 0.28
N 0.10 -2.21 0.88 -0.49
H -2.36 0.37 -1.82 0.24
N -1.69 -0.12 -1.23 -0.63
```



DFT (ωB97M-V/def2-TZVPD) results for a single C3H5N3 molecule.

The total energy comes out at -7660.0424 eV. As for the gap between HOMO and LUMO: 0.3558 hartree.

```
11
Properties=species:S:1:pos:R:3:mulliken_charge:R:1
C -1.26 -0.77 0.32 -0.12
H 0.56 0.00 -1.52 0.24
H -2.08 -1.38 0.67 0.39
C -0.33 1.25 -0.33 -0.55
H -2.33 1.10 0.19 0.19
H 1.98 0.67 0.90 0.25
C 0.60 0.06 -0.42 0.44
N -0.08 -1.15 0.08 -0.52
N -1.44 0.62 0.07 -0.02
H 2.43 -0.64 0.05 0.25
N 1.95 0.25 -0.01 -0.56
```



DFT (ωB97M-V/def2-TZVPD) results for a single C3H5N3 molecule.

As for the SMILES: Nc1cn[nH]c1. The total energy comes out at -7661.7162 eV. As for the gap between HOMO and LUMO: 0.3433 hartree.

```
11
Properties=species:S:1:pos:R:3:mulliken_charge:R:1
C -0.45 -0.12 0.13 0.69
H -2.10 -0.96 -0.67 0.26
C 0.07 1.16 0.39 -0.39
H -2.41 0.22 0.42 0.25
N 1.38 1.22 0.16 -0.77
H 2.65 -0.20 -0.51 0.21
H -0.45 2.02 0.80 0.39
C 0.64 -0.86 -0.25 -0.75
N -1.79 -0.55 0.21 -0.57
N 1.70 -0.01 -0.23 0.26
H 0.75 -1.92 -0.44 0.42
```



DFT (ωB97M-V/def2-TZVPD) results for a single C3H5N3 molecule in a non-equilibrium geometry.

As for the SMILES: C/N=C(\N)C#N. The total energy comes out at -7661.5295 eV. As for the gap between HOMO and LUMO: 0.3888 hartree.

```
11
Properties=species:S:1:pos:R:3:mulliken_charge:R:1
H 1.76 -0.06 1.21 0.31
H -1.72 1.57 0.17 0.26
H 2.38 -1.22 0.02 0.28
N -2.91 -1.32 -0.85 -0.38
C -0.67 -0.15 -0.16 0.64
N -0.79 1.20 0.05 -0.45
H 1.95 0.42 -0.50 0.33
H -0.07 1.68 0.57 0.23
N 0.34 -0.92 -0.13 -0.45
C -1.93 -0.80 -0.54 0.11
C 1.66 -0.41 0.17 -0.86
```



DFT (ωB97M-V/def2-TZVPD) results for a single C3H5N3 molecule in a non-equilibrium geometry.

The total energy comes out at -7658.6915 eV. As for the gap between HOMO and LUMO: 0.2686 hartree.

```
11
Properties=species:S:1:pos:R:3:mulliken_charge:R:1
H -1.27 1.33 -2.23 0.36
N 1.28 -0.37 -0.45 -0.60
H -0.52 -0.39 2.22 0.23
H -1.84 0.50 0.34 0.28
N 0.37 0.72 -2.23 -0.36
C 0.25 -0.28 0.34 0.75
N 0.17 -0.81 1.62 -0.48
H 1.04 -1.03 2.08 0.22
H 2.08 -0.86 -0.04 0.20
C -0.65 0.80 -1.47 0.41
C -0.90 0.39 -0.18 -1.02
```